P | {"formula": "C2H7OS", "method": "ωB97M-V/def2-TZVPD", "symbols": ["S", "O", "C", "C", "H", "H", "H", "H", "H", "H", "H"], "positions_angstrom": [[0.09, -0.50, 2.97], [-0.25, 1.54, -0.51], [-0.24, 0.90, -1.80], [0.07, -1.07, 1.20], [0.79, 0.47, 2.37], [0.66, 0.21, -2.04], [-0.57, -1.99, 1.03], [1.09, -1.23, 0.83], [-1.08, 0.17, -1.96], [-0.25, 1.59, -2.70], [-0.31, -0.10, 0.60]], "mulliken_charge": [-0.2983, -0.8770, -0.6100, -0.5887, 0.1346, 0.1411, 0.2921, 0.2222, 0.1694, 0.2339, 0.1805], "e_homo_ev": -2.553, "multiplicity": 1, "homo_lumo_gap_ev": 6.112, "total_charge": -1}

***

Q | {"formula": "C2H7OS", "method": "ωB97M-V/def2-TZVPD", "symbols": ["S", "O", "C", "C", "H", "H", "H", "H", "H", "H", "H"], "positions_angstrom": [[-0.18, 0.23, 2.38], [-0.63, 0.98, -1.83], [0.97, -0.90, -0.92], [0.07, -0.26, -1.99], [-0.68, -1.04, -2.13], [1.15, -0.25, -0.06], [-1.03, 1.00, -0.95], [1.96, -1.28, -1.18], [0.43, -1.80, -0.60], [-1.11, -0.62, 1.91], [0.63, -0.01, -2.91]], "mulliken_charge": [-0.8764, -0.5218, -0.7853, -0.2003, 0.2060, 0.2132, 0.2935, 0.2826, 0.2291, -0.0763, 0.2358], "e_homo_ev": -2.630, "multiplicity": 1, "homo_lumo_gap_ev": 6.511, "total_charge": -1}

***

R | {"formula": "C2H7OS", "method": "ωB97M-V/def2-TZVPD", "symbols": ["S", "O", "C", "C", "H", "H", "H", "H", "H", "H", "H"], "positions_angstrom": [[0.20, -1.68, 0.50], [-0.96, 1.02, -0.95], [-1.68, 1.46, 0.28], [1.80, -1.48, -0.07], [2.50, -2.12, 0.45], [-2.45, 2.26, 0.18], [-0.37, 0.02, -0.84], [2.17, -0.42, -0.08], [-2.20, 0.57, 0.74], [1.89, -1.52, -1.16], [-0.90, 1.88, 0.96]], "mulliken_charge": [-0.6611, -0.5736, -0.4616, -0.8475, 0.2469, 0.2359, 0.1837, 0.2384, 0.1992, 0.2519, 0.1879], "e_homo_ev": -2.472, "multiplicity": 1, "homo_lumo_gap_ev": 6.683, "total_charge": -1}

***

S | {"formula": "C2H7OS", "method": "ωB97M-V/def2-TZVPD", "symbols": ["S", "O", "C", "C", "H", "H", "H", "H", "H", "H", "H"], "positions_angstrom": [[-0.46, 0.04, 0.29], [-0.62, -2.96, 0.38], [-0.49, 1.90, -0.21], [1.19, -0.15, -0.44], [-1.08, -3.10, 1.22], [-0.18, -2.15, 0.47], [1.82, -1.08, -0.19], [0.53, 2.31, -0.29], [-1.20, 2.05, -1.04], [-1.20, 2.37, 0.48], [1.69, 0.77, -0.67]], "mulliken_charge": [-0.2187, -0.5858, -0.8461, -0.8186, 0.3009, 0.1973, 0.0917, 0.1982, 0.2552, 0.2774, 0.1485], "e_homo_ev": -0.273, "multiplicity": 1, "homo_lumo_gap_ev": 4.111, "total_charge": -1}

***

Most stable one: Q, least stable one: S.

***

P | {"formula": "C3H5CuO4", "method": "ωB97M-V/def2-TZVPD", "symbols": ["Cu", "O", "O", "O", "O", "C", "C", "C", "H", "H", "H", "H", "H"], "positions_angstrom": [[-3.66, 2.70, -0.38], [-3.04, -0.77, 0.06], [-0.80, -0.74, -0.02], [-1.91, 1.15, -0.13], [2.78, -0.15, -0.04], [-2.01, -0.10, 0.00], [1.56, -0.87, -0.03], [0.37, 0.07, -0.04], [1.55, -1.49, -0.94], [1.50, -1.54, 0.84], [0.39, 0.73, 0.84], [0.38, 0.70, -0.94], [2.87, 0.33, 0.79]], "lowdin_spin": [0.8420, 0.0109, 0.0050, 0.1239, 0.0002, 0.0134, 0.0004, 0.0020, 0.0001, 0.0001, 0.0009, 0.0010, 0.0000], "e_homo_ev": [-2.327, -4.823], "multiplicity": 2, "homo_lumo_gap_ev": [5.450, 7.944], "total_charge": -1}

***

Q | {"formula": "C3H5CuO4", "method": "ωB97M-V/def2-TZVPD", "symbols": ["Cu", "O", "O", "O", "O", "C", "C", "C", "H", "H", "H", "H", "H"], "positions_angstrom": [[4.44, 0.10, 0.16], [0.69, -1.01, 0.39], [1.29, 0.62, -0.99], [2.82, -0.63, 0.07], [-2.54, 0.54, 0.54], [1.65, -0.34, -0.29], [-1.08, 0.61, 0.09], [-0.66, -0.85, -0.05], [-1.27, -1.49, 0.59], [-0.57, 1.08, 0.94], [-2.90, 1.43, 0.54], [-0.73, -1.17, -1.10], [-1.12, 1.10, -0.89]], "lowdin_spin": [0.8340, 0.0087, 0.0117, 0.1235, 0.0003, 0.0176, 0.0008, 0.0020, 0.0002, 0.0005, 0.0000, 0.0004, 0.0002], "e_homo_ev": [-1.573, -4.284], "multiplicity": 2, "homo_lumo_gap_ev": [4.777, 7.488], "total_charge": -1}

***

Most stable one: P, least stable one: Q.

***

P | {"formula": "C2H5ClO3", "method": "ωB97M-V/def2-TZVPD", "symbols": ["Cl", "O", "O", "O", "C", "C", "H", "H", "H", "H", "H"], "positions_angstrom": [[-1.43, -1.42, -3.42], [-2.00, -0.33, -1.13], [0.12, -0.03, 1.02], [0.03, -1.04, -1.43], [1.11, 0.80, 1.47], [-1.14, -0.82, -1.78], [-0.05, -0.73, -0.52], [-0.69, 0.39, 0.90], [2.08, 0.27, 1.51], [0.82, 1.26, 2.45], [1.14, 1.65, 0.93]], "mulliken_charge": [-0.1883, -0.4874, -0.5971, -0.3697, -0.6463, 0.6015, 0.5247, 0.3106, 0.2431, 0.2561, 0.3527], "smiles": "O=C(O)Cl.CO", "e_homo_ev": -11.051, "multiplicity": 1, "homo_lumo_gap_ev": 11.650, "total_charge": 0}

***

Q | {"formula": "C2H5ClO3", "method": "ωB97M-V/def2-TZVPD", "symbols": ["Cl", "O", "O", "O", "C", "C", "H", "H", "H", "H", "H"], "positions_angstrom": [[1.29, 2.38, 2.34], [-0.33, -0.36, -2.04], [-0.22, 0.38, 2.63], [-0.17, 1.21, 0.46], [0.57, 0.95, 1.61], [-0.06, -1.47, -1.50], [1.08, -1.44, -1.32], [0.52, 1.59, -0.18], [-1.09, 0.73, 2.40], [-1.26, -0.06, -2.18], [1.38, 0.17, 1.40]], "mulliken_charge": [-0.1755, -0.2807, -0.4392, -0.4618, 0.1525, -0.1699, 0.0922, 0.3352, 0.3043, 0.3604, 0.2826], "e_homo_ev": -8.587, "multiplicity": 1, "homo_lumo_gap_ev": 8.978, "total_charge": 0}

***

Most stable one: P, least stable one: Q.

***

P | {"formula": "C10H15NO2", "method": "ωB97M-V/def2-TZVPD", "symbols": ["O", "O", "N", "C", "C", "C", "C", "C", "C", "C", "C", "C", "C", "H", "H", "H", "H", "H", "H", "H", "H", "H", "H", "H", "H", "H", "H", "H"], "positions_angstrom": [[0.74, 0.80, 0.76], [-1.70, 0.90, -0.09], [2.77, 1.54, 1.54], [-1.09, -2.56, -0.62], [-0.04, -3.90, -2.50], [-0.47, -0.17, -1.99], [-0.04, -1.43, -2.47], [-0.43, 2.79, 2.52], [-1.20, -0.19, -0.84], [1.35, 1.72, 1.24], [0.87, 3.04, 1.70], [-0.31, -2.59, -1.79], [-1.70, -1.37, -0.22], [-0.27, 0.76, -2.47], [-0.26, -3.81, -3.58], [0.64, 3.69, 0.88], [3.30, 0.72, 1.41], [-1.31, 2.35, 2.08], [-0.28, 2.18, 3.43], [0.96, -4.26, -2.25], [-2.44, -1.35, 0.54], [-0.74, 3.69, 3.06], [3.05, 2.30, 2.14], [-1.10, 1.02, 0.70], [-1.57, -3.41, -0.09], [-0.72, -4.77, -2.05], [1.49, 3.69, 2.34], [0.53, -1.38, -3.37]], "mulliken_charge": [-0.5422, -0.6471, -0.4213, -0.6524, -1.2026, -0.9110, -0.3566, -1.2668, 0.3930, 0.5209, -0.3149, 0.7553, -0.1788, 0.4650, 0.3476, 0.2566, 0.2142, 0.4019, 0.3430, 0.2860, 0.4656, 0.3628, 0.1924, 0.3175, 0.2124, 0.2701, 0.3038, 0.3858], "smiles": "Cc1ccc(O)cc1.CCC(N)=O", "e_homo_ev": -8.125, "multiplicity": 1, "homo_lumo_gap_ev": 8.860, "total_charge": 0}

***

Q | {"formula": "C10H15NO2", "method": "ωB97M-V/def2-TZVPD", "symbols": ["O", "O", "N", "C", "C", "C", "C", "C", "C", "C", "C", "C", "C", "H", "H", "H", "H", "H", "H", "H", "H", "H", "H", "H", "H", "H", "H", "H"], "positions_angstrom": [[1.64, 2.71, 3.04], [-0.34, -2.20, -2.90], [-1.62, -0.69, -2.03], [-0.52, 0.29, 1.22], [0.80, 1.60, 2.86], [0.39, -0.66, 3.23], [-0.07, 1.54, 1.67], [0.61, -0.04, -2.81], [0.53, 0.87, -4.02], [-0.23, -0.85, 2.04], [-0.59, -2.14, 1.47], [-0.51, -1.03, -2.76], [0.98, 0.50, 3.63], [0.47, 0.31, -5.02], [1.69, -0.56, -2.78], [-0.82, -2.14, 0.36], [-0.25, 1.47, -4.07], [1.19, 3.62, 3.12], [0.33, -1.46, 3.96], [-2.40, -1.28, -1.93], [0.63, 0.56, -1.89], [0.13, -2.91, 1.69], [-2.05, 0.14, -2.17], [-1.45, -2.37, 2.13], [-0.32, 2.42, 1.21], [1.39, 1.57, -4.15], [-1.27, 0.13, 0.44], [1.67, 0.60, 4.47]], "mulliken_charge": [-0.5448, -0.5954, -0.3675, -0.4119, 0.4499, -0.2729, -0.6391, -0.0360, -1.3236, 0.3701, -1.2448, 0.4737, -0.5245, 0.3018, 0.2573, 0.1984, 0.4502, 0.3335, 0.3640, 0.2101, 0.0718, 0.3562, 0.2214, 0.3119, 0.4366, 0.3399, 0.4493, 0.3645], "smiles": "Cc1ccc(O)cc1.CCC(N)=O", "e_homo_ev": -8.269, "multiplicity": 1, "homo_lumo_gap_ev": 8.913, "total_charge": 0}

***

R | {"formula": "C10H15NO2", "method": "ωB97M-V/def2-TZVPD", "symbols": ["O", "O", "N", "C", "C", "C", "C", "C", "C", "C", "C", "C", "C", "H", "H", "H", "H", "H", "H", "H", "H", "H", "H", "H", "H", "H", "H", "H"], "positions_angstrom": [[-3.94, -0.65, 0.97], [3.47, -0.19, -1.62], [2.68, -0.93, 0.44], [-2.87, 0.22, 1.01], [-1.60, -0.31, 1.19], [1.61, -1.61, -1.66], [2.13, -3.10, -1.71], [2.68, -0.90, -0.95], [-3.01, 1.61, 0.74], [0.63, 2.44, 0.14], [-0.64, 1.71, 0.60], [-1.91, 2.29, 0.31], [-0.42, 0.46, 1.09], [1.91, -1.22, 1.13], [1.65, 2.24, 0.46], [-4.52, -0.38, 1.74], [0.52, 3.49, 0.05], [-1.58, -1.40, 1.59], [0.47, -0.02, 1.52], [0.76, 2.12, -0.99], [-4.07, 2.13, 0.70], [-1.89, 3.24, -0.24], [1.58, -3.55, -2.77], [1.48, -1.25, -2.71], [3.20, -3.25, -1.91], [0.63, -1.59, -1.16], [1.91, -3.80, -0.82], [3.40, -0.39, 1.00]], "mulliken_charge": [-0.5141, -0.6441, -0.3964, 0.1933, -0.1222, -0.0718, -1.0346, 0.4098, -0.2091, -1.5382, 0.5717, -0.7846, -0.1923, 0.2406, 0.3329, 0.3572, 0.4149, 0.2413, 0.3669, 0.2482, 0.2288, 0.3551, 0.2488, 0.3030, 0.3282, 0.1176, 0.2914, 0.2578], "smiles": "Cc1ccc(O)cc1.CCC(N)=O", "e_homo_ev": -8.668, "multiplicity": 1, "homo_lumo_gap_ev": 9.286, "total_charge": 0}

***

Most stable one: P, least stable one: R.

***

P | {"formula": "C2H7PS3", "method": "ωB97M-V/def2-TZVPD", "symbols": ["S", "S", "S", "P", "C", "C", "H", "H", "H", "H", "H", "H", "H"], "positions_angstrom": [[-1.55, 1.27, 1.63], [-1.88, -2.36, 0.73], [-2.74, 0.95, -1.38], [-1.51, -0.15, 0.00], [1.24, -0.17, 0.38], [0.13, 0.21, -0.77], [0.97, -1.20, 0.73], [2.29, -0.25, 0.08], [0.21, -0.65, -1.49], [1.24, 0.54, 1.25], [-1.64, 0.33, 2.44], [-0.06, 1.17, -1.39], [-2.21, 0.18, -2.20]], "mulliken_charge": [-0.2493, -0.3486, -0.2313, 0.3765, -0.9637, -0.5508, 0.3099, 0.3338, 0.3311, 0.2819, 0.1701, 0.3962, 0.1440], "smiles": "CCP(=S)(S)S", "e_homo_ev": -8.647, "multiplicity": 1, "homo_lumo_gap_ev": 7.929, "total_charge": 0}

***

Q | {"formula": "C2H7PS3", "method": "ωB97M-V/def2-TZVPD", "symbols": ["S", "S", "S", "P", "C", "C", "H", "H", "H", "H", "H", "H", "H"], "positions_angstrom": [[-0.44, 3.59, -1.73], [2.66, -0.66, -0.56], [0.75, 0.26, -0.30], [-1.24, 1.67, -1.56], [2.39, -2.34, -1.07], [-1.93, 1.72, 0.13], [-1.84, 2.76, 0.49], [1.39, -2.58, -0.94], [-1.46, 1.01, 0.80], [-2.93, 1.25, 0.12], [3.03, -3.02, -0.35], [2.75, -2.68, -2.07], [-0.38, 4.32, -0.59]], "mulliken_charge": [-0.2172, -0.0868, -0.2119, 0.2707, -0.7312, -0.8164, 0.2418, 0.2844, 0.2859, 0.3135, 0.2375, 0.2804, 0.1493], "e_homo_ev": [-7.674, -7.673], "multiplicity": 1, "homo_lumo_gap_ev": [6.396, 6.395], "total_charge": 0}

***

Most stable one: P, least stable one: Q.

***

P | {"formula": "C4H3ClOS", "method": "ωB97M-V/def2-TZVPD", "symbols": ["Cl", "S", "O", "C", "C", "C", "C", "H", "H", "H"], "positions_angstrom": [[0.22, -2.13, -2.19], [-2.45, -2.70, -0.79], [-2.26, -3.54, 1.80], [-2.49, -3.37, 0.66], [-0.76, -0.69, -0.23], [-0.96, -1.46, -1.37], [0.44, 0.00, 0.02], [-1.46, -0.81, 0.65], [0.54, 0.73, 0.85], [1.32, -0.10, -0.66]], "mulliken_charge": [-0.1261, -0.1636, -0.3521, 0.5160, -0.0355, 0.2129, -0.7645, 0.2532, 0.2645, 0.1951], "e_homo_ev": [-8.193, -7.775], "multiplicity": 1, "homo_lumo_gap_ev": [7.114, 6.464], "total_charge": 0}

***

Q | {"formula": "C4H3ClOS", "method": "ωB97M-V/def2-TZVPD", "symbols": ["Cl", "S", "O", "C", "C", "C", "C", "H", "H", "H"], "positions_angstrom": [[-0.34, 0.68, -2.64], [0.85, -0.12, 2.71], [-1.01, -0.87, -0.69], [-0.20, 0.19, -1.05], [0.50, 0.65, -0.02], [-0.69, -1.14, 0.58], [0.21, -0.26, 1.07], [-1.20, -1.98, 1.01], [1.34, 1.15, 2.61], [1.20, 1.51, -0.08]], "mulliken_charge": [-0.1777, -0.2600, -0.2963, 0.0922, -0.3090, -0.4179, 0.4039, 0.4678, 0.1275, 0.3695], "smiles": "Sc1coc(Cl)c1", "e_homo_ev": -8.429, "multiplicity": 1, "homo_lumo_gap_ev": 9.170, "total_charge": 0}

***

Most stable one: Q, least stable one: P.